1.
{"formula": "C17H21BBr49N2O3P", "method": "ωB97M-V/def2-TZVPD", "charge": 0, "lumo_energy_ev": -0.77, "orbital_gap_ev": 7.33, "e_homo_ev": -8.102, "de_lowest_kj_mol": 276.2, "symbols": ["N", "B", "O", "P", "Br", "C", "O", "N", "O", "H", "H", "H", "H", "H", "C", "Br", "Br", "Br", "H", "C", "Br", "Br", "Br", "H", "C", "Br", "Br", "Br", "H", "C", "Br", "Br", "Br", "H", "C", "Br", "Br", "Br", "H", "C", "Br", "Br", "Br", "H", "C", "Br", "Br", "Br", "H", "C", "Br", "Br", "Br", "H", "C", "Br", "Br", "Br", "H", "C", "Br", "Br", "Br", "H", "C", "Br", "Br", "Br", "H", "C", "Br", "Br", "Br", "H", "C", "Br", "Br", "Br", "H", "C", "Br", "Br", "Br", "H", "C", "Br", "Br", "Br", "H", "C", "Br", "Br", "Br", "H"], "coordinates": [[7.901, 0.447, 2.645], [7.339, 0.436, 1.218], [7.843, 1.362, 0.145], [5.917, -0.779, 0.665], [6.631, -2.936, 0.649], [4.551, -0.490, 2.023], [3.681, 0.588, 1.445], [4.193, 1.741, 1.910], [4.358, 2.567, 1.028], [7.254, 1.016, 3.266], [8.026, -0.521, 3.021], [8.770, 1.670, 0.366], [3.947, -1.480, 2.192], [5.024, -0.043, 3.003], [0.813, -1.993, 0.654], [2.354, -2.126, -0.524], [-0.708, -1.166, -0.233], [0.347, -3.713, 1.435], [1.098, -1.333, 1.481], [5.461, 6.129, 1.811], [4.332, 5.705, 3.337], [6.668, 4.668, 1.374], [4.415, 6.690, 0.270], [6.084, 6.982, 2.102], [5.195, -0.519, -3.410], [4.403, 0.390, -1.884], [5.682, -2.354, -2.987], [4.057, -0.416, -4.985], [6.123, 0.010, -3.651], [-0.505, -7.429, 0.810], [-1.297, -6.520, 2.337], [-0.018, -9.265, 1.233], [-1.643, -7.327, -0.764], [0.423, -6.900, 0.569], [-5.549, -4.877, 2.882], [-5.965, -6.350, 1.682], [-4.528, -5.470, 4.428], [-4.670, -3.412, 1.953], [-6.502, -4.491, 3.258], [-7.865, -3.820, -0.752], [-6.268, -2.928, -1.414], [-8.906, -2.667, 0.419], [-8.943, -4.544, -2.200], [-7.529, -4.670, -0.148], [4.748, 2.927, 6.795], [4.895, 2.644, 4.876], [3.094, 3.835, 7.267], [4.975, 1.272, 7.791], [5.570, 3.590, 7.084], [-10.111, -2.175, 4.756], [-11.176, -2.198, 3.129], [-8.497, -3.247, 4.580], [-9.716, -0.362, 5.337], [-10.717, -2.638, 5.542], [0.961, -1.351, -7.180], [2.558, -0.459, -7.843], [-0.080, -0.198, -6.009], [-0.117, -2.075, -8.629], [1.297, -2.201, -6.576], [-7.789, -8.383, -2.241], [-7.890, -7.805, -4.096], [-9.244, -9.588, -1.779], [-6.052, -9.147, -1.814], [-7.906, -7.488, -1.621], [-13.882, 0.354, 6.853], [-14.299, -1.118, 5.653], [-12.861, -0.239, 8.399], [-13.003, 1.820, 5.924], [-14.836, 0.740, 7.229], [7.267, 3.263, -5.018], [6.475, 4.172, -3.492], [7.754, 1.428, -4.595], [6.129, 3.366, -6.592], [8.195, 3.792, -5.259], [-14.149, 5.781, 7.325], [-14.249, 6.358, 5.470], [-15.604, 4.575, 7.788], [-12.412, 5.016, 7.752], [-14.266, 6.675, 7.945], [1.685, -6.160, -8.125], [0.027, -7.102, -7.739], [1.635, -5.291, -9.865], [2.157, -4.916, -6.707], [2.478, -6.914, -8.167], [5.797, 8.030, -4.886], [5.518, 9.288, -3.429], [4.337, 8.073, -6.170], [7.524, 8.287, -5.744], [5.806, 7.027, -4.445], [11.280, 9.861, -4.400], [11.865, 8.205, -3.563], [11.207, 9.706, -6.338], [9.595, 10.490, -3.660], [12.034, 10.620, -4.168]]}


2.
{"formula": "C4H4LiNaO2", "method": "ωB97M-V/def2-TZVPD", "charge": 1, "lumo_energy_ev": [-4.64, -4.67], "s_squared": 0.750, "orbital_gap_ev": [4.34, 4.32], "e_homo_ev": [-8.983, -8.987], "multiplicity": 2, "de_lowest_kj_mol": 92.8, "symbols": ["H", "C", "C", "C", "C", "O", "O", "Li", "Na", "H", "H", "H"], "coordinates": [[-1.594, 2.207, 2.199], [1.913, 0.150, -0.367], [0.704, -0.404, -0.070], [-0.539, 0.256, -0.472], [-1.758, -0.181, -0.285], [-2.873, -0.530, -0.072], [3.029, -0.476, -0.528], [4.279, -1.630, -0.724], [-5.253, -0.485, 1.361], [1.945, 1.254, -0.469], [0.649, -1.345, 0.483], [-0.501, 1.183, -1.057]]}


3.
{"formula": "C15H21N2O3S", "method": "ωB97M-V/def2-TZVPD", "charge": 1, "lumo_energy_ev": -2.83, "orbital_gap_ev": 8.09, "e_homo_ev": -10.923, "smiles": "CCCOc1ccc(N2C(=O)C[C@@H](SCC[NH3+])C2=O)cc1", "de_lowest_kj_mol": 0.0, "symbols": ["C", "H", "C", "C", "H", "H", "O", "C", "C", "C", "C", "C", "C", "H", "H", "N", "C", "O", "C", "C", "C", "O", "H", "H", "H", "S", "C", "C", "N", "H", "H", "H", "H", "H", "H", "H", "H", "H", "H", "H", "H", "H"], "coordinates": [[6.332, -0.242, 2.215], [7.247, 0.078, 2.707], [6.404, 0.051, 0.722], [5.119, -0.346, 0.004], [5.242, -0.238, -1.082], [4.864, -1.388, 0.234], [4.084, 0.516, 0.456], [2.844, 0.381, -0.032], [1.895, 1.293, 0.452], [0.592, 1.253, 0.015], [0.207, 0.290, -0.912], [1.131, -0.622, -1.398], [2.441, -0.579, -0.962], [3.142, -1.296, -1.356], [0.833, -1.367, -2.119], [-1.139, 0.250, -1.383], [-2.223, 0.328, -0.601], [-2.215, 0.414, 0.631], [-3.475, 0.249, -1.447], [-2.963, 0.146, -2.875], [-1.454, 0.156, -2.760], [-0.646, 0.109, -3.630], [-3.286, 0.973, -3.508], [-3.277, -0.778, -3.365], [-4.128, 1.106, -1.280], [-4.426, -1.262, -0.956], [-5.671, -0.617, 0.225], [-5.267, -0.804, 1.681], [-4.301, 0.228, 2.122], [-4.737, 1.153, 2.147], [-3.940, 0.016, 3.054], [-3.414, 0.283, 1.436], [-4.800, -1.784, 1.798], [-6.156, -0.765, 2.315], [-5.889, 0.423, -0.012], [-6.563, -1.210, 0.027], [-0.124, 1.970, 0.385], [2.217, 2.034, 1.165], [7.232, -0.498, 0.272], [6.573, 1.117, 0.565], [6.202, -1.308, 2.391], [5.495, 0.289, 2.661]]}


4.
{"formula": "C6H13NO3", "method": "ωB97M-V/def2-TZVPD", "charge": 0, "lumo_energy_ev": [-0.69, 1.04], "orbital_gap_ev": [7.05, 11.28], "e_homo_ev": [-7.738, -10.238], "de_lowest_kj_mol": 706.7, "symbols": ["N", "O", "C", "C", "C", "C", "C", "C", "O", "O", "H", "H", "H", "H", "H", "H", "H", "H", "H", "H", "H", "H", "H"], "coordinates": [[0.656, 0.961, 0.831], [-0.292, 0.703, 1.344], [4.746, 6.189, -1.610], [5.027, 4.774, -2.087], [3.766, 3.930, -2.253], [4.053, 2.519, -2.756], [2.785, 1.676, -2.882], [3.019, 0.245, -3.345], [2.102, 1.664, -1.625], [1.442, 2.824, -1.428], [5.657, 6.781, -1.511], [4.092, 6.718, -2.304], [4.254, 6.181, -0.637], [5.571, 4.798, -3.039], [5.706, 4.269, -1.391], [3.222, 3.874, -1.301], [3.073, 4.431, -2.939], [4.579, 2.565, -3.717], [4.733, 2.023, -2.056], [2.089, 2.184, -3.569], [3.482, 0.190, -4.330], [3.659, -0.283, -2.639], [2.073, -0.295, -3.380]]}